P | Computed, not measured: a 3-piece molecular cluster, C4H10O3 overall, with wB97M-V/def2-TZVPD.

Each line ends with the natural charge from an NBO analysis.
Atoms and positions in Å:
H  -3.25213  -0.06072  0.75655  0.204
O  3.19854  0.43234  0.07682  -0.934
O  -0.25056  -0.82406  -0.38352  -0.683
C  -2.40074  -0.65287  0.43932  -0.472
H  1.17527  -1.72058  2.61656  0.480
H  0.35829  -0.49987  -1.04860  0.487
H  -2.61195  1.19358  -1.60322  0.210
H  1.64817  -0.78753  3.79663  0.475
C  -1.60711  0.84741  -1.38914  -0.236
H  -2.35972  -1.56437  1.01313  0.208
O  1.61349  -0.90045  2.84620  -0.954
H  0.37849  1.39552  -1.91675  0.187
C  -0.68888  1.48619  -2.12017  -0.384
H  -0.93404  1.89370  -3.09143  0.209
C  -1.46993  -0.20518  -0.38992  0.268
H  3.25950  -0.12395  0.83233  0.476
H  3.94330  0.09084  -0.43479  0.459

As for the total charge: 0. The SMILES is C=CC(=C)O.O.O. The spin multiplicity is 1. The HOMO-LUMO gap is 9.213 eV. The calculation puts the HOMO energy at -0.3115 Eh.

---

Q | Computed, not measured: a 3-piece molecular cluster, C4H10O3 overall, with wB97M-V/def2-TZVPD.

Each line ends with the natural charge from an NBO analysis.
Atoms and positions in Å:
H  -0.81759  0.15663  -3.13857  0.461
H  -1.40230  -0.54167  -1.94765  0.490
H  0.77937  -1.78773  2.17922  0.192
H  -0.65378  3.02466  -0.18986  0.207
C  0.54266  0.12841  1.32444  0.307
C  -0.26686  2.37681  0.58320  -0.331
C  -0.23060  1.05829  0.46851  -0.264
O  -1.40568  0.31793  -2.39332  -0.950
C  0.09067  -1.00537  1.88095  -0.565
H  0.56054  -1.74736  -2.23676  0.474
H  0.06314  2.85147  1.50221  0.192
O  1.87941  0.38728  1.22244  -0.678
H  -0.69314  0.57239  -0.38016  0.237
H  0.26665  -2.22746  -0.81684  0.486
O  -0.14378  -2.09315  -1.67467  -0.952
H  2.38879  -0.21177  1.77059  0.477
H  -0.95749  -1.25936  1.84627  0.216

As for the total charge: 0. The SMILES is C=CC(=C)O.O.O. The spin multiplicity is 1. The HOMO-LUMO gap is 9.398 eV. The calculation puts the HOMO energy at -0.3285 Eh.

---

So which one is most stable? That would be Q, about 4.9 kcal/mol below the next structure.

---

P | Computed, not measured: a 2-piece molecular cluster, C4H10O3 overall, with wB97M-V/def2-TZVPD.

Each line ends with the natural charge from an NBO analysis.
Atoms and positions in Å:
H  -0.27785  0.38250  2.77756  0.214
H  -0.76765  0.63037  -0.82170  0.239
O  2.33395  0.86281  -1.26451  -0.694
H  -1.18876  -0.69635  1.70394  0.216
H  0.72349  -0.67093  0.32877  0.210
C  -0.62701  0.22654  1.75934  -0.618
O  0.97008  2.26019  -2.36898  -0.587
H  -1.81019  -4.39125  -0.42387  0.468
H  -0.25813  2.11768  -0.08164  0.227
H  -1.28017  1.10340  1.62183  0.199
O  -1.61876  -3.51379  -0.77140  -0.934
H  -2.49224  -3.08840  -0.77761  0.467
C  0.52980  0.30795  0.78459  -0.404
H  3.01918  1.26962  -1.81214  0.496
C  0.11509  1.15279  -0.43214  -0.511
C  1.15138  1.49551  -1.46531  0.797
H  1.47780  0.55137  1.24328  0.213

As for the total charge: 0. The SMILES is CCCC(=O)O.O. The spin multiplicity is 1. The HOMO-LUMO gap is 11.019 eV. The calculation puts the HOMO energy at -0.3796 Eh.

---

Q | Computed, not measured: a 3-piece molecular cluster, C4H10O3 overall, with wB97M-V/def2-TZVPD.

Each line ends with the natural charge from an NBO analysis.
Atoms and positions in Å:
H  -2.05270  1.70029  -1.77666  0.199
H  1.36635  -1.07435  -2.65130  0.472
C  -1.46210  1.94693  -0.90215  -0.363
O  0.12781  -3.21868  0.13957  -0.940
H  -1.40470  2.98209  -0.60363  0.200
C  -0.92966  0.88801  -0.29687  -0.246
C  -0.19945  0.79819  0.97971  0.271
H  2.47668  -1.02004  -1.58055  0.472
H  -1.04410  -0.06971  -0.80129  0.201
H  0.20077  -1.02573  0.61339  0.491
H  -0.23087  2.86468  1.59702  0.207
O  0.08800  -0.47191  1.37627  -0.694
H  -0.33801  -2.76489  0.85623  0.469
C  0.08234  1.84994  1.75508  -0.483
H  0.92826  -3.62287  0.53263  0.477
O  1.60399  -1.40093  -1.79122  -0.941
H  0.78740  1.63899  2.55378  0.207

As for the total charge: 0. The SMILES is C=CC(=C)O.O.O. The spin multiplicity is 1. The HOMO-LUMO gap is 9.155 eV. The calculation puts the HOMO energy at -0.3122 Eh.

---

R | Computed, not measured: a 3-piece molecular cluster, C4H10O3 overall, with wB97M-V/def2-TZVPD.

Each line ends with the natural charge from an NBO analysis.
Atoms and positions in Å:
H  -1.53336  -1.35861  -1.06223  0.210
H  -2.00627  1.01982  -0.58162  0.472
H  -0.42680  -1.56014  -2.52752  0.202
O  0.14379  2.67964  0.18517  -0.947
H  2.49293  -1.73979  1.12521  0.215
C  1.57461  -1.29476  1.50621  -0.513
H  -1.58160  2.28508  -1.33515  0.484
C  0.61461  -0.94799  0.66349  0.285
O  -0.56156  -0.36186  1.09711  -0.708
C  -0.52974  -1.37330  -1.46417  -0.332
H  1.52584  -1.20698  -1.33141  0.217
H  -0.02631  2.14951  0.97120  0.476
H  -0.57540  -0.29986  2.06242  0.483
O  -2.33819  1.70824  -1.17081  -0.956
H  1.09800  2.64333  0.06343  0.472
C  0.58540  -1.17392  -0.78869  -0.263
H  1.54408  -1.16843  2.58736  0.203

As for the total charge: 0. The SMILES is C=CC(=C)O.O.O. The spin multiplicity is 1. The HOMO-LUMO gap is 9.573 eV. The calculation puts the HOMO energy at -0.3368 Eh.

---

S | Computed, not measured: a 2-piece molecular cluster, C4H10O3 overall, with wB97M-V/def2-TZVPD.

Each line ends with the natural charge from an NBO analysis.
Atoms and positions in Å:
H  0.84614  -1.09550  1.22976  0.083
H  -0.51497  0.41796  0.47844  0.208
O  2.38074  -1.11038  2.21945  -0.519
H  -4.89494  -1.09316  -0.27999  0.490
C  0.25573  1.05045  0.07980  -0.413
H  2.29364  1.44078  0.85856  0.241
H  1.19943  0.20744  -3.10576  0.484
C  1.33738  1.09644  1.26548  -0.512
H  0.85448  1.44532  2.25298  0.244
C  1.54210  -0.37807  1.71633  0.424
H  0.01798  2.10776  -0.22501  0.235
C  1.00642  0.21519  -1.02772  -0.068
O  -4.60913  -1.97492  -0.66730  -0.980
H  2.08612  0.42805  -0.93583  0.157
O  0.83248  0.74931  -2.29544  -0.740
H  0.65669  -0.80087  -0.80682  0.175
H  -5.29030  -2.70581  -0.75694  0.491

As for the total charge: 0. The SMILES is O=CCCCO.O. The spin multiplicity is 1. The HOMO-LUMO gap is 10.046 eV. The calculation puts the HOMO energy at -0.3445 Eh.

---

So which one is most stable? That would be P, about 33.6 kcal/mol below the next structure.

---

P | Computed, not measured: a 2-piece molecular cluster, C4H10O3 overall, with wB97M-V/def2-TZVPD.

Each line ends with the natural charge from an NBO analysis.
Atoms and positions in Å:
H  -0.48380  -3.32933  1.02990  0.204
O  2.16915  -0.05743  0.09959  -0.602
O  0.99803  5.42484  0.32557  -0.930
H  -1.92007  -2.82793  1.69303  0.218
C  -0.85437  -1.26288  0.54398  -0.390
H  -1.68990  -0.70745  0.11406  0.202
C  -1.33572  -2.67801  0.78192  -0.612
H  -1.81312  -3.13632  -0.07967  0.210
H  -0.38538  -1.03869  -1.52956  0.221
H  -0.48928  -0.72270  1.41444  0.216
C  0.17768  -1.19347  -0.60981  -0.504
H  1.42968  5.04095  -0.45123  0.464
H  0.90412  -2.00130  -0.68755  0.234
C  1.10840  -0.00608  -0.48158  0.797
H  1.35395  1.80475  -1.03520  0.495
O  0.71511  1.08452  -1.15534  -0.689
H  0.11553  5.60655  0.02743  0.467

As for the total charge: 0. The SMILES is CCCC(=O)O.O. The spin multiplicity is 1. The HOMO-LUMO gap is 10.780 eV. The calculation puts the HOMO energy at -0.3818 Eh.

---

Q | Computed, not measured: a 2-piece molecular cluster, C4H10O3 overall, with wB97M-V/def2-TZVPD.

Each line ends with the natural charge from an NBO analysis.
Atoms and positions in Å:
C  -1.59526  0.87563  0.79323  -0.527
H  1.30509  0.15300  0.45146  0.178
O  1.17585  -1.91614  1.19428  -0.724
C  0.62570  -0.73512  0.50775  -0.069
O  -0.16267  2.89273  1.05491  -0.535
H  -0.23728  -0.11132  2.33475  0.218
H  0.41178  -1.04744  -0.60365  0.167
C  -0.65931  -0.24510  1.31260  -0.427
H  -2.24086  0.41935  0.05114  0.224
H  -1.42649  2.54388  -0.62355  0.122
H  2.16785  -1.59663  -4.28586  0.464
O  2.05828  -0.95280  -3.53906  -0.923
H  -2.35532  1.22777  1.62968  0.258
H  -1.16212  -1.20188  1.33164  0.218
C  -0.99716  2.17647  0.37666  0.421
H  2.01127  -1.56309  1.61494  0.475
H  1.08064  -0.91930  -3.60092  0.460

As for the total charge: 0. The SMILES is O=CCCCO.O. The spin multiplicity is 1. The HOMO-LUMO gap is 10.497 eV. The calculation puts the HOMO energy at -0.3691 Eh.

---

So which one is most stable? That would be P, about 48.8 kcal/mol below the next structure.

---

P | Computed, not measured: a 3-piece molecular cluster, C4H10O3 overall, with wB97M-V/def2-TZVPD.

Each line ends with the natural charge from an NBO analysis.
Atoms and positions in Å:
H  -0.05922  1.23624  -1.47292  0.510
H  0.33885  -0.03993  -3.32629  0.485
H  -1.88019  1.04440  0.21276  0.175
H  1.68339  0.27483  0.23217  0.491
C  -0.85900  -1.24953  1.47754  -0.181
H  1.53982  0.57404  -2.57782  0.501
H  -0.77358  0.14222  3.09142  0.205
O  -0.09226  1.67537  -0.56517  -0.727
C  -1.30643  -0.66809  2.61802  -0.435
H  -0.21824  -1.22161  -0.61422  0.221
C  -0.55130  -0.63004  0.23674  -0.412
O  0.67344  0.78146  -2.95169  -0.942
H  -0.96871  -2.33287  1.38106  0.186
H  -1.72448  -1.34988  3.35406  0.192
C  -0.86738  0.68710  0.00686  0.221
H  2.71991  0.96944  -0.65260  0.468
O  2.34538  0.10685  -0.44992  -0.957

As for the total charge: 0. The SMILES is C=C/C=C/O.O.O. The spin multiplicity is 1. The HOMO-LUMO gap is 8.084 eV. The calculation puts the HOMO energy at -0.2908 Eh.

---

Q | Computed, not measured: a 3-piece molecular cluster, C4H10O3 overall, with wB97M-V/def2-TZVPD.

Each line ends with the natural charge from an NBO analysis.
Atoms and positions in Å:
C  -0.40929  -1.17345  -1.62752  -0.397
H  -2.16307  1.05309  0.14774  0.217
H  2.81596  -0.20408  1.34721  0.482
H  0.81361  1.36294  -1.10388  0.473
C  -1.16213  -0.10028  -1.29538  -0.228
H  -1.76335  0.40913  -2.03960  0.205
H  0.12147  -0.12587  2.54682  0.507
H  0.32756  -1.53896  -0.92630  0.179
H  -0.37522  -1.59737  -2.62069  0.205
C  -1.03432  -0.52360  1.15040  0.162
H  1.44627  -0.48944  0.89115  0.470
H  -0.67815  -1.52151  0.92775  0.161
O  -0.82082  -0.02381  2.39486  -0.701
H  1.12213  2.83131  -1.06460  0.470
O  1.20976  2.02355  -0.51816  -0.944
C  -1.45746  0.23250  0.10782  -0.316
O  2.00705  -0.61417  1.68238  -0.947

As for the total charge: 0. The SMILES is C=C/C=C/O.O.O. The spin multiplicity is 1. The HOMO-LUMO gap is 8.737 eV. The calculation puts the HOMO energy at -0.3086 Eh.

---

So which one is most stable? That would be Q, about 25.8 kcal/mol below the next structure.